The following is a quantum chemistry calculation of a cluster of 2 separate species, C2H8N in total at a distorted geometry, from the Open Molecules 2025 dataset.

## Properties
Gap between HOMO and LUMO (alpha / beta): 9.82 / 10.16 eV
E_HOMO (alpha / beta): -15.24 / -14.90 eV
Charge: +1
ΔE to the lowest compared entry with this formula, charge and spin: 567.8 kJ/mol

The geometry in XYZ format:
```
11
Properties=species:S:1:pos:R:3:forces:R:3
H 0.69989 1.12316 1.33614 -0.469 -0.001 -0.439
C -1.25242 -0.15229 -0.63884 -1.063 -0.355 3.553
H -0.07778 -2.32865 0.79351 -0.191 -0.087 -0.149
N 0.10015 0.39199 -0.54764 0.275 1.216 -3.641
H 1.95028 0.38910 0.60384 1.923 -0.272 -1.414
H -1.71617 -0.41754 -1.55391 0.317 -0.014 -0.935
H -1.89025 -0.12844 0.29842 1.153 0.108 -1.295
H -0.00399 1.43427 -0.83147 0.590 -1.801 0.390
C 0.91901 0.28848 0.65089 -1.519 2.708 2.255
H 0.64548 -0.51614 1.22233 -0.516 -2.379 0.919
H 0.62581 -0.08394 -1.33326 -0.500 0.876 0.755
```
Positions in Å, forces in eV/Å.

=====

The following is a quantum chemistry calculation of the ion C5H10O2P with charge -1 at a distorted geometry, from the Open Molecules 2025 dataset.

## Properties
Gap between HOMO and LUMO: 7.01 eV
E_HOMO: -2.90 eV
Charge: -1
ΔE to the lowest compared entry with this formula, charge and spin: 411.3 kJ/mol

The geometry in XYZ format:
```
18
Properties=species:S:1:pos:R:3:forces:R:3
C 1.34870 0.14786 0.92287 1.584 1.371 -0.379
C 1.60995 0.52025 -0.57323 -2.159 -1.630 -0.340
H -0.08301 -0.84562 2.34434 0.759 -0.009 0.413
H -2.54235 0.45284 -0.58337 -0.737 1.297 -1.335
O 0.65893 3.06859 -1.07728 0.893 2.735 0.352
H -1.56042 -1.03773 -0.73472 -0.243 -0.482 -0.872
H 1.37185 1.21566 1.31340 0.124 -1.548 0.819
H 1.58592 -0.40486 -1.19379 -0.039 0.524 0.117
C -2.14873 -0.38244 -0.11267 2.971 -0.013 1.486
H 2.55383 0.99654 -0.70190 0.788 0.489 0.051
H 0.03105 2.26722 -3.08430 0.078 0.322 -0.305
P 0.17363 1.68614 -1.04092 -0.611 -3.326 -0.791
C -1.24117 0.19079 0.98136 0.854 0.714 -0.082
C 0.09728 -0.59516 1.30651 -3.550 -0.565 -3.183
H 2.19206 -0.51739 1.20683 -0.126 0.896 0.424
H -0.00989 -1.55693 0.66182 0.733 0.857 1.002
O 0.02552 1.35031 -2.80506 -0.012 -0.447 1.678
H -2.95435 -0.86540 0.34465 -1.309 -1.186 0.944
```
Positions in Å, forces in eV/Å.

=====

The following is a quantum chemistry calculation of an isolated molecule of H3N3 at a distorted geometry, from the Open Molecules 2025 dataset.

## Properties
Gap between HOMO and LUMO: 10.03 eV
E_HOMO: -9.27 eV
ΔE to the lowest compared entry with this formula, charge and spin: 421.0 kJ/mol

The geometry in XYZ format:
```
6
Properties=species:S:1:pos:R:3:forces:R:3
H -1.55605 -1.20956 0.26443 1.414 1.541 -0.354
N -0.04045 0.10622 -0.01035 -0.817 3.612 -1.191
N 1.14949 -0.41137 0.07267 -0.336 1.912 -0.171
H 0.02852 1.19699 -0.27037 -0.764 -2.898 0.803
N -1.30470 -0.18968 0.03877 1.129 -1.488 0.439
H 1.72320 0.50739 -0.09515 -0.627 -2.680 0.474
```
Positions in Å, forces in eV/Å.

=====

The following is a quantum chemistry calculation of a cluster of 3 separate species, C4H14O2S in total at a distorted geometry, from the Open Molecules 2025 dataset.

## Properties
Gap between HOMO and LUMO: 9.44 eV
E_HOMO: -9.07 eV
Structure (SMILES): CCCCS.O.O
ΔE to the lowest compared entry with this formula, charge and spin: 122.6 kJ/mol

The geometry in XYZ format:
```
21
Properties=species:S:1:pos:R:3:forces:R:3
H 1.71854 0.45299 -0.37004 -0.072 -0.173 -0.297
H 3.01727 1.79950 1.24732 0.424 0.151 0.001
C 1.98780 2.47127 -0.67214 0.617 0.175 -1.963
H -1.13052 -0.32919 -1.35892 0.192 -0.956 0.426
H 2.49076 0.55888 -1.90881 0.991 0.865 0.191
H 0.57136 -1.16775 -1.31604 -0.643 0.132 0.696
S 3.50556 2.61741 0.29012 -0.337 -0.257 0.459
H -2.68890 -3.18003 3.72637 0.407 -0.248 -0.572
H 1.10930 2.70380 -0.07517 0.066 0.210 -0.011
H -0.29753 -1.05449 -2.75820 -0.285 0.356 0.049
H -2.85532 -1.58117 2.59865 0.101 0.048 -0.196
H -2.67343 -1.62167 1.06322 0.040 -0.093 0.146
C 0.44998 0.88159 -2.02447 -1.875 0.836 0.667
H 2.09480 3.19614 -1.49946 -0.216 0.014 0.511
H 0.37792 1.01934 -3.10867 0.984 0.615 0.155
O -2.68014 -4.04014 4.15921 -0.509 0.871 0.453
O -3.06998 -1.12144 1.78356 -0.122 0.182 -0.055
H -3.21356 -3.76417 4.92069 0.097 -0.758 0.211
H -0.34156 1.58668 -1.61445 1.071 -0.424 -0.407
C -0.15647 -0.51412 -1.81200 0.501 -0.291 -0.743
C 1.78412 1.08659 -1.27080 -1.433 -1.256 0.279
```
Positions in Å, forces in eV/Å.